(1)
The following is a DFT calculation (ωB97M-V/def2-TZVPD) of the molecule CH4O3S at a distorted geometry.

## Properties
LUMO energy: -0.15 eV
Energy above the lowest of the compared OMol25 structures with the same formula, charge and spin: 114.2 kcal/mol
Charge: 0
Energy: -664.24022 Eh
Frontier orbital gap: 9.64 eV

The geometry in XYZ format:
```
9
Properties=species:S:1:pos:R:3:forces:R:3:nbo_charge:R:1
C -1.42383 -0.19311 0.16025 4.4 2.1 -3.7 -0.78
O 0.42031 -1.87302 -0.59529 0.4 -2.8 -2.5 -0.93
O 2.34078 0.83982 -0.00713 -2.4 -4.2 -0.7 -0.45
O 0.77634 0.61559 -0.29893 2.9 1.4 0.5 -0.49
S 0.29936 -0.84773 0.35196 -0.5 3.1 2.6 1.51
H -1.42225 0.01555 -0.97180 -0.6 -0.1 1.9 0.25
H -1.48566 0.62845 0.79724 -0.4 1.6 0.7 0.22
H -1.99639 -0.93290 0.45907 -3.0 -3.7 1.1 0.21
H 2.49134 1.74734 0.10462 -0.8 2.6 0.2 0.46
```
Positions in Å, forces in eV/Å.

(2)
The following is a DFT calculation (ωB97M-V/def2-TZVPD) of a cluster of 10 separate species, C28H66O11 in total at a distorted geometry.

## Properties
LUMO energy: 0.49 eV
Energy above the lowest of the compared OMol25 structures with the same formula, charge and spin: 110.0 kcal/mol
Charge: 0
Energy: -1933.86082 Eh
SMILES: C1CCOC1.C1CCOC1.C1CCOC1.C1CCOC1.C1CCOC1.COCCOC.CO.CO.CO.CO
Frontier orbital gap: 9.90 eV

The geometry in XYZ format:
```
105
Properties=species:S:1:pos:R:3:forces:R:3:lowdin_charge:R:1
C -1.53229 0.24398 0.08409 0.6 0.1 1.1 -0.16
C -0.15771 -0.22476 -0.38929 0.3 1.1 -1.2 -0.15
C 0.20826 0.98720 -1.28261 0.0 -0.6 0.5 -0.20
O -1.00815 1.36694 -1.90067 0.1 0.3 -1.0 -0.14
C -2.11099 1.07341 -1.07371 0.2 -0.3 0.8 -0.20
H -1.31906 0.92427 0.91954 -0.3 -0.1 0.1 0.11
H -2.15008 -0.57289 0.45485 -0.2 0.1 -0.1 0.08
H -0.21332 -1.13569 -0.98376 0.1 -0.1 0.0 0.10
H 0.64464 -0.27348 0.34495 -0.4 -0.5 0.4 0.09
H 0.95730 0.77568 -2.04534 -0.1 0.0 -0.1 0.10
H 0.61971 1.77501 -0.63548 -0.2 0.1 -0.1 0.10
H -2.89368 0.52064 -1.59877 0.2 0.1 -0.3 0.12
H -2.52894 2.01032 -0.69254 -0.2 -0.1 0.0 0.11
C -0.90071 0.18913 -5.85401 0.2 0.2 0.1 -0.15
C -0.91008 -1.24260 -6.42456 -0.7 -0.3 0.5 -0.15
C 0.36768 -1.88909 -5.87990 0.3 1.0 -0.4 -0.21
O 1.24139 -0.78948 -5.61991 -0.3 0.1 0.4 -0.17
C 0.42523 0.28689 -5.11198 1.1 -0.2 -0.1 -0.19
H -1.70189 0.39353 -5.14601 -0.2 -0.1 -0.2 0.11
H -0.93747 0.92222 -6.65614 -0.1 0.0 0.0 0.11
H -0.97186 -1.23561 -7.50965 0.3 0.0 -0.1 0.10
H -1.78945 -1.78804 -6.07001 0.0 0.0 -0.1 0.11
H 0.88139 -2.47280 -6.64113 -0.1 -0.4 0.3 0.12
H 0.18590 -2.43576 -4.94765 0.0 -0.2 -0.2 0.11
H 1.01981 1.18528 -5.28722 -0.3 0.1 -0.2 0.13
H 0.32089 0.22394 -4.02187 -0.2 -0.3 -0.1 0.09
C 2.79458 -3.39091 -3.41759 0.3 -0.6 -0.1 -0.15
C 4.29466 -3.72492 -3.48528 0.7 0.4 -0.7 -0.16
C 4.66390 -4.10982 -2.05213 0.5 0.2 -0.3 -0.20
O 3.76769 -3.38638 -1.22921 -0.6 -0.1 -0.1 -0.17
C 2.50363 -3.30240 -1.89869 0.3 0.2 -0.6 -0.17
H 2.22603 -4.21009 -3.86400 -0.1 0.1 0.0 0.11
H 2.59151 -2.48231 -3.98063 -0.2 0.1 0.2 0.08
H 4.89163 -2.87090 -3.82852 -0.3 0.3 0.6 0.09
H 4.58633 -4.41365 -4.28540 -0.4 -0.6 0.5 0.11
H 5.66184 -3.75876 -1.78367 0.0 -0.1 0.0 0.12
H 4.63516 -5.19189 -1.86934 -0.3 0.0 0.0 0.12
H 2.05625 -2.33725 -1.67353 0.0 0.0 0.4 0.10
H 1.83055 -4.10740 -1.57990 0.1 0.1 0.1 0.12
C -1.59245 -2.11623 5.49396 0.7 0.5 0.3 -0.16
C -1.79041 -1.46519 4.12335 -0.2 -0.3 0.5 -0.17
C -0.44959 -1.78613 3.50380 0.2 0.3 0.1 -0.20
O 0.50150 -1.51844 4.55228 -0.2 0.1 -0.5 -0.15
C -0.14758 -1.67260 5.81281 -0.1 -0.9 0.2 -0.21
H -1.58683 -3.20470 5.41872 -0.3 0.0 0.0 0.11
H -2.27998 -1.78282 6.26827 -0.2 -0.1 -0.1 0.11
H -1.90140 -0.38935 4.27691 0.0 0.0 -0.2 0.12
H -2.65888 -1.85128 3.59133 0.1 0.0 -0.1 0.10
H -0.20494 -1.15951 2.64483 0.1 0.0 0.0 0.10
H -0.40540 -2.84578 3.20664 0.1 0.1 0.0 0.12
H -0.08301 -0.76282 6.41474 -0.1 0.2 -0.3 0.11
H 0.38156 -2.45404 6.37119 0.0 0.1 0.0 0.11
C -5.30811 0.28704 0.86361 1.1 -0.1 0.4 -0.13
C -5.55667 1.68680 1.42966 -0.6 0.6 -0.4 -0.16
C -5.03066 1.63387 2.85319 0.9 -0.7 -0.1 -0.18
O -5.16667 0.26519 3.27719 -0.8 0.8 0.2 -0.14
C -5.04776 -0.54909 2.14589 -0.1 -1.2 -0.8 -0.23
H -4.37630 0.22234 0.29299 -0.2 0.4 -0.1 0.08
H -6.07746 -0.08316 0.19313 -0.3 -0.1 0.3 0.11
H -6.62513 1.93206 1.42518 0.0 -0.3 0.2 0.11
H -5.12000 2.50323 0.84412 0.3 -0.2 0.1 0.11
H -5.54581 2.29997 3.53762 -0.1 -0.1 0.2 0.12
H -3.94816 1.83591 2.88825 -0.2 0.4 -0.1 0.11
H -5.70953 -1.41902 2.20075 -0.3 0.3 0.3 0.11
H -4.05235 -1.01055 2.11758 0.1 0.3 -0.1 0.08
C 1.84765 2.03177 2.29131 -0.1 -0.6 0.3 -0.09
O 0.94858 2.87367 1.60875 0.3 0.0 -0.4 -0.19
C 0.13415 3.65461 2.43302 -1.2 -0.2 0.1 -0.22
C 0.85286 4.42216 3.52473 -0.1 -0.5 -0.2 -0.22
O 1.87975 5.24200 3.05793 0.3 0.1 0.1 -0.17
C 1.43550 6.43572 2.48437 0.1 0.6 -0.4 -0.11
H 2.12500 1.22706 1.61373 0.2 0.1 -0.2 0.08
H 1.37721 1.52291 3.14847 0.0 0.2 0.0 0.10
H 2.74628 2.54915 2.63353 0.0 0.1 0.0 0.10
H -0.63242 3.01301 2.91532 0.3 0.0 0.2 0.13
H -0.46896 4.28887 1.77524 0.4 0.2 -0.1 0.12
H 1.34873 3.69219 4.16378 -0.2 0.1 0.3 0.12
H 0.09886 4.98523 4.09020 0.1 0.0 0.1 0.13
H 0.89656 6.29810 1.53965 -0.1 -0.1 0.1 0.07
H 2.32323 7.03158 2.27005 0.0 0.0 0.0 0.09
H 0.80130 7.00614 3.17670 0.0 -0.1 0.0 0.09
C -3.00000 -3.88170 0.55541 0.6 -0.1 0.0 -0.17
O -4.33681 -3.49176 0.63422 -0.8 0.7 0.1 -0.11
H -2.41631 -2.98413 0.34598 -0.1 0.0 -0.1 0.06
H -2.60681 -4.27685 1.49901 -0.1 -0.2 -0.1 0.08
H -2.83823 -4.59221 -0.25954 0.1 -0.1 0.1 0.08
H -4.92648 -4.21794 0.84411 0.2 -0.2 0.0 0.08
C 4.05034 -2.16449 1.66231 -0.6 0.4 0.7 -0.15
O 4.73026 -1.28322 2.56285 0.2 -0.3 -0.2 -0.13
H 3.34094 -2.79324 2.21296 0.1 -0.1 -0.1 0.08
H 3.44919 -1.50644 1.03777 0.1 -0.1 -0.3 0.06
H 4.68996 -2.79533 1.05202 0.2 0.1 0.0 0.06
H 5.06418 -1.79525 3.30481 0.0 0.0 -0.1 0.07
C 4.15522 -0.03675 -2.98667 -0.4 0.0 0.5 -0.16
O 4.50436 1.33110 -3.11089 -0.1 0.1 -0.2 -0.11
H 3.12151 -0.13274 -3.32459 0.1 0.0 -0.1 0.06
H 4.76720 -0.70774 -3.59322 0.2 0.1 0.0 0.07
H 4.16385 -0.35749 -1.93708 0.2 -0.1 -0.1 0.08
H 5.26641 1.53888 -2.56699 0.1 -0.2 0.0 0.07
C -0.50450 4.71890 -1.34287 1.2 -0.4 -0.6 -0.15
O 0.01592 5.94405 -0.85408 -0.5 0.4 0.4 -0.13
H -1.54704 4.60488 -1.07187 -0.1 0.2 0.1 0.08
H -0.37974 4.68296 -2.43167 -0.4 0.0 0.0 0.08
H 0.08046 3.87291 -0.96921 -0.3 0.0 0.2 0.06
H 0.97367 5.92211 -0.82092 0.0 -0.3 -0.1 0.07
```
Positions in Å, forces in eV/Å.

(3)
The following is a DFT calculation (ωB97M-V/def2-TZVPD) of a cluster of 9 separate species, C46H60O24 in total at a distorted geometry.

## Properties
LUMO energy: -2.04 eV
Charge: 0
Energy: -3594.22173 Eh
SMILES: O=C1C=C(O)C(=O)C=C1O.O=C1C=C(O)C(=O)C=C1O.O=C1C=C(O)C(=O)C=C1O.O=C1C=C(O)C(=O)C=C1O.O=C1C=C(O)C(=O)C=C1O.CCOCC.CCOCC.CCOCC.CCOCC
Frontier orbital gap: 7.58 eV

The geometry in XYZ format:
```
130
Properties=species:S:1:pos:R:3:forces:R:3:lowdin_charge:R:1
O 7.53729 -4.08974 -8.28951 -2.4 -1.0 -0.4 0.11
C 6.69382 -4.97747 -8.12131 1.5 -1.4 -0.1 -0.28
C 6.90433 -6.00575 -7.07584 1.2 1.0 0.6 0.06
C 6.15716 -7.05493 -6.77200 -0.4 -2.0 2.5 -0.20
O 6.42797 -7.81756 -5.64331 0.9 1.2 -1.1 0.08
C 4.91545 -7.39289 -7.50631 0.3 2.0 0.2 -0.36
O 4.10215 -8.21480 -7.17911 0.0 -1.0 0.4 0.14
C 4.66945 -6.42295 -8.53494 0.8 1.6 -2.4 0.07
C 5.50069 -5.39201 -8.95946 -2.5 -0.8 0.2 -0.17
O 5.10566 -4.69895 -10.07029 1.0 -0.4 1.3 0.09
H 7.76529 -5.79383 -6.45922 0.1 0.0 0.2 0.14
H 5.69196 -8.33738 -5.31216 -0.5 -0.1 -0.6 0.11
H 3.79332 -6.64356 -9.12665 -0.1 0.2 -0.2 0.13
H 5.79347 -4.03368 -10.14727 0.1 0.7 -0.5 0.11
O -8.27303 4.47264 -0.50310 2.8 0.7 1.4 0.10
C -7.08600 4.64391 -0.14051 -2.7 -0.4 -1.0 -0.28
C -6.60289 5.46180 0.98398 0.5 -0.2 -0.6 0.08
C -5.28390 5.72015 1.14016 -0.1 0.9 1.0 -0.21
O -4.95722 6.58405 2.12904 -0.2 -0.3 -0.3 0.09
C -4.17719 5.11945 0.31079 0.7 -1.8 -1.5 -0.28
O -2.95911 5.27893 0.42121 -2.1 0.6 0.7 0.10
C -4.70136 4.15081 -0.70623 -0.1 1.0 1.0 0.06
C -6.01508 3.96848 -0.92362 1.0 -1.3 -0.9 -0.21
O -6.37474 3.03016 -1.86368 -0.4 1.2 1.2 0.09
H -7.27914 5.95450 1.66688 -0.2 -0.1 -0.2 0.13
H -4.00938 6.72781 2.17924 0.5 -0.1 -0.2 0.11
H -3.99333 3.55767 -1.26594 0.3 0.2 0.0 0.12
H -5.52968 2.63782 -2.09504 0.0 -0.4 -0.5 0.10
O -5.95784 0.18780 4.84065 0.8 0.4 0.4 0.14
C -7.09156 -0.18318 4.97688 -1.6 -1.0 -2.0 -0.35
C -8.09493 -0.19378 3.89807 -0.2 1.2 -0.4 0.07
C -9.38336 -0.50647 4.07258 -0.7 -0.6 -1.0 -0.22
O -10.26985 -0.45021 3.03161 1.3 0.3 1.0 0.10
C -9.90930 -1.06224 5.36649 -0.6 -0.1 -0.2 -0.29
O -11.08800 -1.42783 5.42045 1.8 0.6 0.3 0.10
C -8.89638 -1.07656 6.43622 -0.3 -0.4 0.1 0.08
C -7.60347 -0.77695 6.21187 0.9 0.6 3.3 -0.19
O -6.70235 -0.77763 7.27445 -1.8 -0.5 -1.0 0.08
H -7.89154 0.29471 2.95658 0.6 -0.2 -0.2 0.13
H -11.12316 -0.71157 3.38534 -0.5 -0.2 0.3 0.10
H -9.23234 -1.31652 7.43420 0.1 -0.2 0.0 0.13
H -5.88278 -0.35074 7.01433 0.3 0.1 -0.5 0.10
O 5.56401 1.96031 -7.98953 1.1 1.0 -1.0 0.11
C 5.42830 2.79153 -8.87285 -2.7 0.2 -0.9 -0.29
C 4.06890 3.31728 -9.23440 -0.3 0.4 -0.9 0.07
C 3.82924 4.17500 -10.25363 -0.8 2.5 0.2 -0.20
O 2.59117 4.74209 -10.46727 0.9 -1.5 0.7 0.08
C 4.92878 4.85713 -11.06214 -1.0 0.7 -1.0 -0.30
O 4.79617 5.86647 -11.80441 -0.3 -2.9 2.3 0.09
C 6.13628 4.12653 -10.90887 3.3 -0.7 1.0 0.05
C 6.47968 3.30585 -9.85671 0.6 -0.5 0.5 -0.16
O 7.72935 2.80743 -9.55726 -1.4 1.3 -1.6 0.09
H 3.14152 3.04104 -8.75474 0.3 -0.5 0.7 0.13
H 2.71863 5.49665 -11.04690 0.2 0.3 -0.5 0.10
H 6.90914 4.43427 -11.59763 0.4 -0.1 0.0 0.13
H 7.61322 2.15963 -8.85835 -0.2 -0.3 0.5 0.10
O 5.99819 -9.24047 4.50457 -1.0 -0.6 -0.8 0.12
C 5.11990 -8.65877 3.87782 0.8 1.4 0.9 -0.35
C 5.14781 -7.25164 3.71616 -0.7 4.4 -1.4 0.07
C 4.24221 -6.48745 2.97718 0.6 -1.0 -0.8 -0.17
O 4.43027 -5.19703 2.63861 1.1 -0.7 1.3 0.10
C 3.07495 -7.18937 2.28667 -1.1 1.4 -0.4 -0.30
O 2.29847 -6.61592 1.49659 1.9 -0.9 1.7 0.09
C 2.92927 -8.54872 2.71718 -0.8 -1.0 -0.8 0.06
C 3.88157 -9.22711 3.34588 0.4 -3.0 0.9 -0.22
O 3.76343 -10.54465 3.64734 -1.3 0.4 -0.9 0.10
H 5.94911 -6.65410 4.12514 0.4 -0.3 0.2 0.13
H 3.70474 -4.75376 2.19281 -0.7 -0.6 -0.2 0.12
H 2.05968 -9.09829 2.38828 -0.1 0.0 -0.1 0.14
H 4.55359 -10.91630 4.04628 0.6 0.4 0.2 0.11
C -1.23832 -3.69608 6.84462 -0.6 -2.0 -1.6 -0.10
C -0.14452 -3.21833 7.69071 0.4 0.8 0.8 -0.30
O -0.72820 -2.39115 8.68501 -0.8 -0.5 0.5 -0.16
C 0.02923 -1.44413 9.39425 1.0 -0.3 -0.9 -0.30
C -0.83145 -0.66324 10.33231 -0.6 1.1 0.3 -0.08
H -0.87220 -4.48666 6.18959 0.8 0.2 -0.6 0.07
H -1.92673 -4.39218 7.32382 -0.8 1.0 0.7 0.08
H -1.64363 -2.93951 6.17275 -0.5 0.0 0.5 0.09
H 0.37987 -4.07196 8.12016 0.3 0.1 0.3 0.12
H 0.53860 -2.65678 7.05345 0.4 0.3 0.2 0.12
H 0.86985 -1.85929 9.95022 0.0 -0.6 0.3 0.11
H 0.53410 -0.86597 8.62033 0.0 0.9 0.1 0.11
H -1.27515 -1.24588 11.13964 0.1 -0.3 -0.2 0.08
H -1.63261 -0.10926 9.84307 -0.2 -0.4 -0.3 0.07
H -0.28843 0.15059 10.81284 0.5 -0.2 0.1 0.07
C -3.51179 -1.27270 -2.04327 0.7 -1.2 0.2 -0.08
C -2.85229 -1.59096 -3.38085 -1.5 0.9 1.8 -0.31
O -3.26809 -0.47354 -4.11133 2.2 0.1 -2.6 -0.15
C -2.54967 -0.53198 -5.36213 -1.2 1.6 -1.9 -0.27
C -2.72636 0.74199 -6.18994 -2.1 0.8 0.4 -0.09
H -3.14596 -0.36872 -1.55633 0.4 -0.3 0.1 0.07
H -4.58306 -1.12315 -2.17784 0.0 -0.3 -0.2 0.08
H -3.32878 -2.20253 -1.50474 -0.3 0.4 1.0 0.07
H -1.77043 -1.72382 -3.38636 0.2 0.3 0.3 0.12
H -3.27653 -2.54995 -3.67824 -0.2 0.0 -0.8 0.12
H -1.46189 -0.59977 -5.37820 0.1 -1.0 1.2 0.12
H -3.06995 -1.26280 -5.98125 0.7 -0.8 0.2 0.12
H -2.18336 0.84851 -7.12904 0.7 -0.2 0.5 0.08
H -2.70685 1.63150 -5.56027 0.8 0.1 0.0 0.07
H -3.75636 0.79775 -6.54223 -0.4 -0.2 0.0 0.06
C -0.25880 11.11150 4.55030 0.8 0.0 0.1 -0.08
C 0.30267 9.86275 3.84968 -2.3 0.6 0.6 -0.25
O -0.29510 8.73096 4.55040 1.9 0.8 -0.3 -0.18
C 0.70500 7.79720 4.98565 -1.4 0.1 -0.8 -0.29
C 0.13879 7.07629 6.17407 0.7 0.3 0.4 -0.08
H -0.03410 12.03852 4.02283 -0.1 -0.1 -0.4 0.07
H -1.33135 11.02882 4.72617 0.1 0.0 -0.1 0.07
H 0.26968 11.23361 5.49577 -0.3 -0.2 0.3 0.07
H -0.10713 9.83809 2.83995 0.5 -0.1 -0.3 0.11
H 1.39080 9.92560 3.85943 0.0 -0.6 0.0 0.11
H 0.87887 7.11151 4.15638 0.1 -0.3 -0.1 0.11
H 1.66703 8.27658 5.16675 -0.1 0.2 0.4 0.11
H -0.76773 6.50872 5.96390 0.4 -0.3 -0.2 0.08
H -0.14212 7.78273 6.95518 0.2 0.2 0.0 0.08
H 0.99685 6.50797 6.53301 -0.5 -0.7 0.4 0.08
C 3.55812 -1.86882 -1.92001 -0.9 2.1 0.0 -0.05
C 3.06655 -0.37531 -1.50754 0.0 -3.2 -0.5 -0.24
O 2.31965 -0.65162 -0.34511 0.1 -0.1 0.3 -0.19
C 1.66838 0.47950 0.16918 0.9 0.1 1.6 -0.29
C 1.13136 0.19454 1.58721 -0.4 0.2 -1.3 -0.07
H 2.70038 -2.39711 -2.33629 0.0 0.1 -0.2 0.06
H 4.34315 -1.79139 -2.67223 0.1 -0.3 0.2 0.06
H 3.79659 -2.44289 -1.02464 0.6 0.4 -0.1 0.06
H 3.89674 0.32199 -1.39505 0.1 0.0 0.5 0.11
H 2.39593 0.01618 -2.27247 0.0 0.1 -0.3 0.11
H 2.47028 1.18589 0.38384 -0.2 0.9 -0.7 0.11
H 0.90968 0.80112 -0.54429 -0.1 0.4 0.1 0.12
H 0.45944 -0.65495 1.46475 0.1 -0.2 0.8 0.07
H 0.56630 1.05705 1.94060 -0.2 0.0 -0.2 0.07
H 1.94837 0.08581 2.30048 -0.1 -0.6 -0.2 0.07
```
Positions in Å, forces in eV/Å.

(4)
The following is a DFT calculation (ωB97M-V/def2-TZVPD) of a cluster of 2 separate species, CH2F2S in total at a distorted geometry.

## Properties
LUMO energy (spin up / spin down): -0.58 / -0.64 eV
Energy above the lowest of the compared OMol25 structures with the same formula, charge and spin: 75.8 kcal/mol
Charge: 0
Energy: -637.04847 Eh
Frontier orbital gap (spin up / spin down): 8.60 / 9.92 eV

The geometry in XYZ format:
```
6
Properties=species:S:1:pos:R:3:forces:R:3:nbo_charge:R:1
C -0.31547 0.15029 -0.03645 -0.8 3.1 0.5 0.51
F -1.39237 0.50307 -0.80801 1.3 -1.0 0.8 -0.34
F -0.41986 0.94459 1.10955 0.4 -1.5 -1.5 -0.35
S -0.11573 -1.57617 0.14282 -0.8 -0.3 -0.4 0.04
H 1.17038 1.60069 -1.13966 -0.4 -0.7 0.4 -0.02
H 1.07305 -1.62247 0.73175 0.3 0.5 0.1 0.15
```
Positions in Å, forces in eV/Å.